## P
Computed, not measured: a gas-phase ion, C6H15N (charge +1), with ωB97M-V/def2-TZVPD.

CARTESIAN COORDINATES (ANGSTROEM)
C  1.89158  0.52313  1.31684
C  0.97221  -0.58899  0.79473
C  0.33732  -0.22619  -0.61050
C  -0.97697  0.54570  -0.37700
C  -2.11991  -0.43572  -0.02770
C  -1.26283  1.37040  -1.61060
N  1.61322  -1.83378  0.66381
H  1.89009  1.39022  0.66060
H  2.92533  0.19890  1.46674
H  1.58813  0.85414  2.31483
H  0.10079  -0.72985  1.42732
H  1.03840  0.36204  -1.20353
H  0.11086  -1.14434  -1.15682
H  -0.85285  1.17959  0.50900
H  -2.84420  -0.10142  0.70232
H  -1.71482  -1.41215  0.24925
H  -2.68119  -0.63397  -0.95087
H  -1.25294  0.80153  -2.53623
H  -0.65028  2.26806  -1.67468
H  -2.23693  1.86985  -1.52087
H  2.46247  -1.78912  0.09818
H  1.66254  -2.46804  1.46522

Summary:
<S²>	0.755
2S+1	2
HOMO-LUMO gap (spin up / spin down)	11.8691 / 6.7957	eV
total charge	+1

---

## Q
Computed, not measured: a gas-phase ion, C6H15N (charge +1), with ωB97M-V/def2-TZVPD.

CARTESIAN COORDINATES (ANGSTROEM)
C  -1.18774  -1.29292  -2.40516
C  -0.34016  -0.03225  -2.32840
C  0.05961  0.49231  -0.94191
C  -0.23107  -0.44835  0.25671
C  0.96158  -0.53801  1.25699
N  1.26324  0.77656  1.73830
C  0.50559  1.27322  2.84934
H  -2.01889  -1.25900  -1.69267
H  -0.60241  -2.12573  -1.99993
H  -1.60138  -1.55062  -3.36853
H  0.50233  -0.08146  -3.01181
H  -0.94712  0.75935  -2.76656
H  1.11311  0.79009  -0.90900
H  -0.49566  1.41068  -0.72505
H  -0.43061  -1.47007  -0.03970
H  -1.07714  -0.05517  0.80014
H  1.83208  -0.89053  0.69531
H  0.75668  -1.22232  2.07658
H  1.20882  1.48985  1.00343
H  -0.57168  1.23566  2.62940
H  0.48573  0.50879  3.64333
H  0.81511  2.22991  3.23918

Summary:
<S²>	0.754
2S+1	2
HOMO-LUMO gap (spin up / spin down)	11.6368 / 6.6344	eV
total charge	+1

---

P ends up most stable, edging out the next structure by 3.5 kcal/mol.

---

## P
Computed, not measured: a molecular structure, C4H8N2O2S, with ωB97M-V/def2-TZVPD.

CARTESIAN COORDINATES (ANGSTROEM)
C  -0.24297  -2.10960  0.08995
C  -0.66921  -1.29581  -0.89026
C  0.18251  -0.10429  0.68197
C  -0.92508  1.19714  -1.24003
N  0.22155  -1.33380  1.10440
N  -0.39655  -0.02621  -0.57126
O  1.48629  2.04338  0.64519
O  -0.57232  1.70878  2.27536
S  0.89487  1.15329  1.66203
H  -0.38096  -3.13597  -0.02985
H  -1.01656  -1.57026  -1.83432
H  2.49272  -1.37343  -0.94627
H  2.30609  -1.00694  -0.28327
H  -1.14018  0.73006  -2.20092
H  -1.70555  1.46586  -0.59846
H  -0.09789  1.91655  -1.13468
H  -0.43676  1.74124  3.27043

Summary:
HOMO-LUMO gap	9.5139	eV

---

## Q
Computed, not measured: a single C4H8N2O2S molecule, with ωB97M-V/def2-TZVPD.

CARTESIAN COORDINATES (ANGSTROEM)
C  1.33958  1.08258  -0.96732
N  0.23020  0.63121  -0.11602
C  0.54622  -0.15227  1.04944
C  0.43353  -1.67279  0.70726
S  -0.86356  -1.93506  -0.49304
C  -0.91175  0.27215  -0.72820
N  -2.15449  0.62003  0.01501
O  -3.15824  0.83858  -0.63801
O  -2.11746  0.64248  1.23062
H  1.84965  0.18244  -1.26341
H  0.79694  1.40759  -1.82084
H  2.03507  1.73937  -0.26068
H  -0.17833  0.14063  1.92758
H  1.56818  0.01234  1.26287
H  1.21008  -2.24109  0.25205
H  0.30845  -2.12799  1.66826
H  -0.93406  0.55980  -1.82558

Summary:
HOMO-LUMO gap	8.4245	eV

---

P ends up most stable, edging out the next structure by 47.3 kcal/mol.

---

## P
Computed, not measured: a single C10H15N molecule, with ωB97M-V/def2-TZVPD.

CARTESIAN COORDINATES (ANGSTROEM)
C  -1.93864  -1.10211  -1.85180
C  -1.62135  -0.53520  -0.67420
C  -1.52867  -0.68794  0.76534
C  -0.86841  -1.75770  1.62699
C  -0.80370  0.44199  0.03210
C  -1.40575  1.72762  0.32670
N  -1.77542  2.79738  0.45540
C  0.86676  0.65293  -0.21822
C  1.49454  0.99491  1.20137
C  1.15900  1.65315  -1.27574
C  1.48823  -0.68683  -0.58213
H  -1.50479  -0.67568  -2.67111
H  -2.42693  -2.03403  -1.96918
H  -2.28252  -0.14417  1.48192
H  0.07305  -2.13872  1.23295
H  -1.69210  -2.55424  1.76030
H  -0.96005  -1.34308  2.60484
H  1.25382  2.05531  1.58783
H  2.56331  0.84834  1.03061
H  1.27273  0.23747  1.97053
H  2.20908  1.59650  -1.51087
H  0.85836  1.22397  -2.18404
H  0.75915  2.68130  -1.16302
H  1.34851  -1.28954  0.28058
H  2.54724  -0.65550  -0.91736
H  0.91456  -1.30610  -1.33982

Summary:
HOMO-LUMO gap	10.6376	eV

---

## Q
Computed, not measured: 2 unconnected molecules or ions with the total composition C10H15N, with ωB97M-V/def2-TZVPD.

CARTESIAN COORDINATES (ANGSTROEM)
C  -1.94488  0.87727  2.01715
C  -2.82590  1.57862  1.29909
C  -2.36108  2.71356  0.51776
N  -1.03948  2.84910  0.30215
C  -0.12895  1.98762  0.87038
C  -0.54100  0.97956  1.81340
H  -2.21120  -0.12885  2.41989
H  -3.89163  1.11057  1.31665
H  -3.13151  3.42655  0.07791
H  0.93727  1.95432  0.42282
H  0.30687  0.23915  2.16820
C  0.79666  -1.85430  0.11506
C  2.02976  -2.09099  -0.57187
C  2.02698  -1.22966  -1.72657
C  1.11547  0.00943  -1.43600
C  -0.06852  -0.70271  -0.64987
H  0.11586  -2.67152  0.09755
H  0.69221  -1.59366  1.29085
H  1.94881  -3.10388  -0.91968
H  2.74344  -1.85460  0.11105
H  1.54992  -1.64759  -2.63784
H  3.03164  -0.91481  -1.86015
H  0.74699  0.28291  -2.42017
H  1.46056  0.90129  -0.98352
H  -0.79783  -1.30892  -1.39357
H  -0.56044  0.19155  -0.24069

Summary:
HOMO-LUMO gap	10.0570	eV

---

P ends up most stable, edging out the next structure by 5.7 kcal/mol.

---

## P
Computed, not measured: a molecular structure, C3H8N2OS, with ωB97M-V/def2-TZVPD.

CARTESIAN COORDINATES (ANGSTROEM)
C  -2.10351  0.37410  0.70401
C  1.82539  1.27504  -0.91900
C  0.37807  -0.44781  0.64199
N  0.17236  -2.47777  -0.22967
N  0.36588  -1.27037  -0.48058
O  -0.86039  0.80572  0.29377
S  1.84590  0.51834  0.73292
H  -2.80708  1.16278  0.42100
H  -2.15682  0.23268  1.79230
H  -2.40977  -0.55662  0.20731
H  2.62090  0.85577  -1.52377
H  1.96718  2.34584  -0.79472
H  0.85125  1.07959  -1.34830
H  0.08402  -0.87349  1.60269
H  0.22663  -3.02379  -1.09995

Summary:
HOMO-LUMO gap	8.9673	eV

---

## Q
Computed, not measured: a single C3H8N2OS molecule, with ωB97M-V/def2-TZVPD.

CARTESIAN COORDINATES (ANGSTROEM)
C  1.90641  1.26798  -0.17178
S  2.02841  -0.61307  0.25777
C  0.40981  -1.20789  -0.27959
O  -0.43869  -1.24026  0.62477
C  -0.68923  0.03072  1.21876
N  -1.66419  0.59136  0.62834
N  -2.03660  0.05232  -0.65507
H  1.50529  1.71825  0.92268
H  2.89869  1.74613  -0.31009
H  1.09056  1.16929  -1.02738
H  0.44421  -2.30468  -0.73304
H  0.03401  -0.68634  -1.22507
H  -0.43017  0.13402  2.23141
H  -2.10019  -0.94101  -0.52681
H  -2.95833  0.28318  -0.95490

Summary:
HOMO-LUMO gap	9.6633	eV

---

## R
Computed, not measured: 2 unconnected molecules or ions with the total composition C3H8N2OS, with ωB97M-V/def2-TZVPD.

CARTESIAN COORDINATES (ANGSTROEM)
C  1.14208  -0.02786  -1.12692
C  1.59689  -0.75501  0.13124
C  0.00365  0.54528  -0.26345
N  0.55178  -0.09739  0.85448
N  -2.38722  0.62879  0.76181
O  -1.79945  -1.38711  -0.49560
S  -1.75453  0.02822  -0.66987
H  1.88058  0.73837  -1.43063
H  0.87368  -0.57461  -1.92279
H  1.64578  -1.86554  0.17261
H  2.56489  -0.35111  0.58078
H  0.11743  2.03997  -0.29766
H  -0.15073  -0.66230  1.26808
H  -2.07394  0.16855  1.66916
H  -2.21088  1.57174  0.76875

Summary:
HOMO-LUMO gap	9.5820	eV

---

P ends up most stable, edging out the next structure by 11.6 kcal/mol.

---

## P
Computed, not measured: a single C3H8N2OS molecule, with ωB97M-V/def2-TZVPD.

CARTESIAN COORDINATES (ANGSTROEM)
N  0.61330  1.64281  1.79903
N  0.00704  1.54624  0.56191
C  -0.18205  0.36623  0.10729
C  0.25625  -0.88214  0.83623
O  -0.23103  -2.08695  0.23936
C  -0.88560  0.23845  -1.19795
S  0.29363  -0.33907  -2.48386
H  1.40037  0.97831  1.95639
H  0.96947  2.59932  1.92604
H  -0.14666  -0.86180  1.85695
H  1.34506  -0.93843  0.90466
H  0.19318  -2.17166  -0.62256
H  -1.31036  1.23190  -1.47947
H  -1.69548  -0.46835  -1.08903
H  -0.62713  -0.85486  -3.31497

Summary:
HOMO-LUMO gap	9.7238	eV

---

## Q
Computed, not measured: a single C3H8N2OS molecule, with ωB97M-V/def2-TZVPD.

CARTESIAN COORDINATES (ANGSTROEM)
C  -2.70411  -0.78130  -0.00362
O  -1.32537  -0.90880  -0.25648
N  -0.79010  0.35903  -0.18225
C  0.51738  0.34452  -0.12141
C  1.22773  1.66662  -0.08852
N  1.20014  -0.80511  -0.03761
S  2.91714  -1.01230  -0.19425
H  -3.11041  -1.80910  0.08787
H  -2.93474  -0.23459  0.90487
H  -3.18128  -0.29117  -0.86689
H  2.02740  1.72919  -0.83044
H  1.73067  1.79109  0.86579
H  0.54047  2.47159  -0.31259
H  0.62219  -1.62824  -0.07870
H  3.26289  -0.89144  1.11424

Summary:
HOMO-LUMO gap	8.9882	eV

---

P ends up most stable, edging out the next structure by 19.2 kcal/mol.